DFT (ωB97M-V/def2-TZVPD) results for the molecule C4H8N2OS in a non-equilibrium geometry.

Cartesian coordinates (Å):
H 0.880820 -1.936054 -0.274774
N 0.108671 -2.445210 0.022545
C -0.907695 -1.699083 0.095569
N -2.059909 -2.090378 0.694622
S -0.906750 0.166891 -0.135060
C 0.782261 0.659924 -0.476988
O 1.857154 0.006458 -0.399911
C 0.914263 2.056235 -0.678761
C 1.135147 2.666159 0.690835
H -2.036278 -3.071331 1.060270
H -2.858015 -1.242993 0.741436
H -0.107895 2.443547 -0.981165
H 1.798615 2.232631 -1.395456
H 0.648227 2.193760 1.532078
H 1.113720 3.753618 0.997939
H 2.326392 2.554589 0.875815

Cartesian forces (eV/Å) of the 6 atoms listed first:
H 2.00 0.89 -0.75
N -2.08 -0.59 0.08
C 1.36 0.58 1.34
N -2.65 2.58 -0.27
S 0.15 -0.99 -0.46
C 3.64 -4.16 0.95

* SMILES string: [H]/N=C(/N)SC(=O)CC
* E: -740.08780 Eh
* F_max: 5.61 eV/A

Want to see where the charge sits? The natural (NBO) charges in e are: atom 1 (H): 0.371, atom 2 (N): -0.701, atom 3 (C): 0.350, atom 4 (N): -0.861, atom 5 (S): 0.109, atom 6 (C): 0.425, atom 7 (O): -0.563, atom 8 (C): -0.534, atom 9 (C): -0.624, atom 10 (H): 0.438, atom 11 (H): 0.423, atom 12 (H): 0.224, atom 13 (H): 0.265, atom 14 (H): 0.224, atom 15 (H): 0.238, atom 16 (H): 0.216

---

DFT (ωB97M-V/def2-TZVPD) results for the molecule C4H8N2S in a non-equilibrium geometry.

Cartesian coordinates (Å):
S 2.644483 -0.009015 -0.160244
N 1.091629 -0.299765 0.191493
C 0.258981 0.763776 0.100128
C -1.104123 0.533928 0.711204
C -2.073081 0.791675 -0.419802
C -2.250179 -0.691049 -0.620108
N -1.454729 -0.884169 0.664932
H 2.852649 -1.296490 -0.440508
H 0.539651 1.714290 -0.444068
H -1.284601 1.138743 1.700940
H -1.984481 1.521682 -1.384856
H -3.138471 0.908054 -0.068649
H -3.309415 -0.905044 -0.665532
H -1.556860 -1.440628 -1.326767
H -0.878086 -1.598810 0.569848

Cartesian forces (eV/Å) of the 6 atoms listed first:
S 1.92 -0.08 -0.90
N -4.40 3.84 0.38
C 2.81 -3.03 0.75
C 1.02 0.97 -0.28
C -3.29 1.90 -2.70
C 3.76 -3.19 -0.73

* SMILES string: S/N=C/[C@H]1CCN1
* E: -664.75533 Eh
* F_max: 7.14 eV/A

Want to see where the charge sits? The natural (NBO) charges in e are: atom 1 (S): 0.238, atom 2 (N): -0.617, atom 3 (C): 0.072, atom 4 (C): -0.111, atom 5 (C): -0.440, atom 6 (C): -0.207, atom 7 (N): -0.606, atom 8 (H): 0.103, atom 9 (H): 0.182, atom 10 (H): 0.215, atom 11 (H): 0.223, atom 12 (H): 0.220, atom 13 (H): 0.183, atom 14 (H): 0.170, atom 15 (H): 0.373

---

DFT (ωB97M-V/def2-TZVPD) results for the molecule C4H8N2S in a non-equilibrium geometry.

Cartesian coordinates (Å):
C -1.800836 0.445709 -0.712222
C -1.567065 0.219339 0.616212
C -0.581672 0.742339 1.560244
C 2.166107 -1.021042 -0.709275
N -0.968297 0.966646 -1.629177
N 0.860943 -0.441519 -0.833835
S 0.466980 0.605107 -1.876910
H -2.714828 0.072199 -1.045985
H -2.207082 -0.384260 1.073105
H -0.015245 1.562547 1.287918
H 0.139065 -0.026422 1.717107
H -1.232332 0.963189 2.492876
H 1.938114 -1.883304 0.039307
H 2.584237 -1.571494 -1.568231
H 2.931912 -0.249032 -0.411134

Cartesian forces (eV/Å) of the 6 atoms listed first:
C 0.97 -1.15 3.58
C 1.60 2.50 -3.77
C -1.92 -0.69 1.74
C 0.38 -1.58 1.18
N -0.41 2.16 -1.96
N 0.40 0.49 -0.59

* E: -664.77837 Eh
* F_max: 4.80 eV/A

Want to see where the charge sits? The natural (NBO) charges in e are: atom 1 (C): -0.066, atom 2 (C): -0.147, atom 3 (C): -0.651, atom 4 (C): -0.450, atom 5 (N): -0.781, atom 6 (N): -0.819, atom 7 (S): 1.271, atom 8 (H): 0.199, atom 9 (H): 0.180, atom 10 (H): 0.212, atom 11 (H): 0.233, atom 12 (H): 0.215, atom 13 (H): 0.213, atom 14 (H): 0.190, atom 15 (H): 0.202

---

DFT (ωB97M-V/def2-TZVPD) results for the molecule C4H8N2S in a non-equilibrium geometry.

Cartesian coordinates (Å):
S 0.290824 0.614502 -2.479104
N -1.305993 0.393495 -2.183252
C -1.522592 -0.046056 -0.956421
C -0.713262 -0.258127 0.261936
C 0.028864 0.876253 0.975575
C 1.395264 0.015343 0.899155
N 0.554246 -1.006311 0.029818
H 0.959059 -0.436086 -1.606216
H -2.520838 -0.375702 -0.655198
H -1.505031 -1.012624 0.782471
H -0.051561 1.992844 0.549994
H -0.207459 0.934263 2.272145
H 2.231879 0.577706 0.217343
H 1.611534 -0.352249 1.900995
H 0.755066 -1.917251 -0.009240

Cartesian forces (eV/Å) of the 6 atoms listed first:
S 3.28 -0.33 -0.69
N -1.23 -1.85 4.00
C -1.76 1.11 -2.45
C -0.28 -3.66 0.33
C 0.26 1.53 3.85
C -1.52 1.02 -3.45

* SMILES string: S/N=C\[C@@H]1CCN1
* E: -664.72619 Eh
* F_max: 6.71 eV/A

Want to see where the charge sits? The natural (NBO) charges in e are: atom 1 (S): 0.087, atom 2 (N): -0.527, atom 3 (C): 0.052, atom 4 (C): -0.131, atom 5 (C): -0.420, atom 6 (C): -0.226, atom 7 (N): -0.647, atom 8 (H): 0.179, atom 9 (H): 0.166, atom 10 (H): 0.202, atom 11 (H): 0.256, atom 12 (H): 0.211, atom 13 (H): 0.211, atom 14 (H): 0.205, atom 15 (H): 0.381

---

DFT (ωB97M-V/def2-TZVPD) results for the molecule C4H8N2S in a non-equilibrium geometry.

Cartesian coordinates (Å):
C -0.773650 -1.662661 -1.388516
N -1.328976 -1.179119 -0.435061
C -1.942982 -0.067063 -0.043053
N -1.534749 1.052916 0.397666
C -0.184471 1.520478 0.440407
S 1.151364 0.765482 -0.687707
C 2.036585 0.102249 0.697399
H -0.324727 -2.764854 -1.320410
H -0.821366 -1.384545 -2.517594
H -3.060893 -0.370110 0.255708
H -0.287857 2.599480 0.151288
H 0.152110 1.497872 1.429676
H 2.285123 0.979139 1.435384
H 3.065783 -0.368536 0.411235
H 1.568706 -0.720728 1.173579

Cartesian forces (eV/Å) of the 6 atoms listed first:
C 1.38 -4.27 -4.80
N 0.31 0.15 2.29
C -3.37 0.60 2.04
N -0.27 -0.79 -0.28
C -0.80 1.23 -3.06
S -0.72 0.75 0.74

* SMILES string: C=N/C=N\CSC
* E: -664.80003 Eh
* F_max: 6.57 eV/A

Want to see where the charge sits? The natural (NBO) charges in e are: atom 1 (C): 0.053, atom 2 (N): -0.450, atom 3 (C): 0.271, atom 4 (N): -0.481, atom 5 (C): -0.328, atom 6 (S): 0.133, atom 7 (C): -0.774, atom 8 (H): 0.157, atom 9 (H): 0.156, atom 10 (H): 0.176, atom 11 (H): 0.217, atom 12 (H): 0.208, atom 13 (H): 0.218, atom 14 (H): 0.232, atom 15 (H): 0.212

---

DFT (ωB97M-V/def2-TZVPD) results for a structure of composition C4H8N2S in a non-equilibrium geometry.

Cartesian coordinates (Å):
C -1.941278 -0.974687 -0.150536
C 0.392736 -0.137064 -0.271121
C 0.361166 1.290791 0.173406
C 1.917630 -0.229518 -0.200897
H -2.490421 -2.037552 0.111599
H -2.637462 -0.248569 0.293561
H -1.916828 -0.617608 -1.326509
H -0.526503 -1.150182 1.421522
H -0.077177 -0.115061 -1.355635
H -0.038592 1.405537 1.324356
H -0.162372 2.204576 -0.379806
H 2.716542 1.856752 -0.130012
N -0.545461 -1.146992 0.369082
N 1.802889 1.054031 0.091786
S 3.145124 -1.154449 0.029201

Cartesian forces (eV/Å) of the 6 atoms listed first:
C -0.67 -1.99 -0.99
C -5.71 -3.93 -2.40
C -0.45 2.16 2.62
C -3.51 1.49 1.25
H 1.19 2.52 -1.41
H 0.67 0.30 0.38

* E: -664.75642 Eh
* F_max: 9.37 eV/A

Want to see where the charge sits? The natural (NBO) charges in e are: atom 1 (C): -0.428, atom 2 (C): -0.107, atom 3 (C): -0.233, atom 4 (C): 0.025, atom 5 (H): 0.209, atom 6 (H): 0.177, atom 7 (H): 0.195, atom 8 (H): 0.370, atom 9 (H): 0.222, atom 10 (H): 0.184, atom 11 (H): 0.214, atom 12 (H): 0.387, atom 13 (N): -0.630, atom 14 (N): -0.547, atom 15 (S): -0.039

---

DFT (ωB97M-V/def2-TZVPD) results for the molecule C4H8N2S2 in a non-equilibrium geometry.

Cartesian coordinates (Å):
C -0.653904 -2.183348 0.131584
C -0.364508 -0.944403 -0.225876
C 1.142968 -0.575334 -0.605600
S 2.120458 -2.119995 -1.164110
N -1.169079 0.237465 -0.099321
C -0.737326 1.364311 0.465130
N 0.458267 1.349396 1.137825
S -1.765101 2.650429 0.677517
H -0.160640 -3.028480 -0.128239
H -1.591675 -2.589114 0.672009
H 1.711985 0.037701 0.204845
H 1.002822 0.052817 -1.586969
H 3.041203 -2.693157 -0.128022
H -2.128266 0.141569 -0.515684
H 0.552723 2.139722 1.742986
H 0.538441 0.376605 1.663591

Cartesian forces (eV/Å) of the 6 atoms listed first:
C -4.42 0.53 1.71
C 2.89 1.03 0.86
C -0.02 -0.15 -1.08
S 0.99 -0.15 1.02
N -0.68 -2.72 -1.41
C -1.54 1.35 1.60

* SMILES string: C=C(CS)NC(N)=S
* E: -1063.01296 Eh
* F_max: 4.76 eV/A

Want to see where the charge sits? The natural (NBO) charges in e are: atom 1 (C): -0.406, atom 2 (C): 0.123, atom 3 (C): -0.561, atom 4 (S): -0.118, atom 5 (N): -0.620, atom 6 (C): 0.279, atom 7 (N): -0.824, atom 8 (S): -0.237, atom 9 (H): 0.222, atom 10 (H): 0.209, atom 11 (H): 0.278, atom 12 (H): 0.241, atom 13 (H): 0.165, atom 14 (H): 0.443, atom 15 (H): 0.418, atom 16 (H): 0.387

---

DFT (ωB97M-V/def2-TZVPD) results for the molecule C4H8N2S2 in a non-equilibrium geometry.

Cartesian coordinates (Å):
C -2.891859 1.284089 -0.544879
C -1.918125 0.232309 -0.068158
S -2.391351 -1.294741 0.351190
N -0.638262 0.715951 0.044698
C 0.363001 -0.075293 -0.196576
N 1.632469 0.310640 0.009193
C 1.955539 1.588750 0.633067
S 2.892948 -0.789714 -0.352879
H -2.933404 2.061961 0.212326
H -3.862014 0.887449 -0.660258
H -2.501137 1.733963 -1.445306
H 0.193264 -1.069978 -0.607613
H 1.097950 2.277938 0.450149
H 2.861960 1.979166 0.172421
H 2.098290 1.485819 1.724318
H 3.008750 -1.370303 0.863033

Cartesian forces (eV/Å) of the 6 atoms listed first:
C 1.13 -0.08 0.66
C -0.26 -0.25 0.09
S 0.17 0.43 -0.15
N 0.71 -0.45 -0.17
C -1.40 0.61 0.19
N 0.68 -0.40 0.02

* SMILES string: CC(=S)/N=C/N(C)S
* E: -1063.06694 Eh
* F_max: 1.54 eV/A

Want to see where the charge sits? The natural (NBO) charges in e are: atom 1 (C): -0.668, atom 2 (C): 0.125, atom 3 (S): -0.129, atom 4 (N): -0.585, atom 5 (C): 0.344, atom 6 (N): -0.532, atom 7 (C): -0.427, atom 8 (S): 0.209, atom 9 (H): 0.233, atom 10 (H): 0.230, atom 11 (H): 0.225, atom 12 (H): 0.204, atom 13 (H): 0.245, atom 14 (H): 0.215, atom 15 (H): 0.205, atom 16 (H): 0.106